{"formula": "C12H48O12", "method": "ωB97M-V with the def2-TZVPD basis set", "symbols": ["C", "O", "H", "H", "H", "H", "C", "O", "H", "H", "H", "H", "C", "O", "H", "H", "H", "H", "C", "O", "H", "H", "H", "H", "C", "O", "H", "H", "H", "H", "C", "O", "H", "H", "H", "H", "C", "O", "H", "H", "H", "H", "C", "O", "H", "H", "H", "H", "C", "O", "H", "H", "H", "H", "C", "O", "H", "H", "H", "H", "C", "O", "H", "H", "H", "H", "C", "O", "H", "H", "H", "H"], "positions_angstrom": [[-0.67, 6.29, -3.78], [-0.65, 4.90, -3.77], [-1.23, 6.63, -4.66], [-1.12, 6.83, -2.94], [0.38, 6.56, -3.91], [-0.57, 4.61, -4.68], [0.29, -4.57, 3.52], [1.33, -5.16, 4.19], [0.36, -3.49, 3.66], [0.41, -4.85, 2.47], [-0.64, -4.90, 3.97], [2.08, -4.57, 4.16], [4.35, -1.82, 3.05], [4.45, -2.18, 4.41], [4.51, -2.71, 2.45], [3.31, -1.51, 2.89], [5.01, -0.99, 2.83], [4.18, -1.45, 4.97], [-5.70, -0.10, 4.05], [-5.30, 0.96, 4.95], [-5.23, 0.10, 3.09], [-5.29, -1.06, 4.36], [-6.78, -0.16, 3.90], [-5.44, 0.62, 5.84], [1.01, 1.20, -7.18], [0.04, 2.22, -7.20], [1.26, 1.06, -6.13], [0.67, 0.24, -7.55], [1.89, 1.58, -7.71], [-0.12, 2.35, -8.14], [5.41, 1.09, -1.84], [6.36, 0.03, -2.09], [5.71, 1.74, -1.02], [5.18, 1.68, -2.73], [4.44, 0.66, -1.58], [7.22, 0.42, -1.91], [3.36, 3.13, 5.16], [2.67, 1.89, 5.21], [4.38, 2.98, 5.52], [3.32, 3.53, 4.15], [2.92, 3.79, 5.91], [1.77, 1.99, 4.90], [-4.86, -3.32, 0.13], [-4.03, -3.82, 1.13], [-4.35, -2.84, -0.70], [-5.51, -4.11, -0.26], [-5.55, -2.58, 0.53], [-4.46, -3.96, 1.97], [-0.57, 0.08, 0.09], [-0.52, 0.21, -1.35], [-1.41, 0.65, 0.49], [-0.73, -0.99, 0.28], [0.34, 0.42, 0.57], [-0.40, 1.15, -1.49], [-1.35, 3.71, 3.95], [-1.40, 2.30, 4.26], [-0.34, 4.05, 4.17], [-1.54, 3.79, 2.88], [-2.16, 4.20, 4.49], [-2.31, 2.03, 4.41], [2.77, -3.61, -2.33], [4.20, -3.82, -2.45], [2.45, -3.09, -1.43], [2.49, -3.03, -3.21], [2.24, -4.56, -2.43], [4.63, -2.98, -2.33], [-4.17, -1.59, -5.41], [-5.51, -1.23, -5.74], [-3.95, -2.64, -5.54], [-3.41, -0.98, -5.90], [-3.99, -1.27, -4.38], [-6.15, -1.74, -5.23]], "e_above_lowest_kcal_mol": 167.8, "smiles": "CO.CO.CO.CO.CO.CO.CO.CO.CO.CO.CO.CO", "molar_mass_da": 384.50, "e_tot_ev": -37785.234, "total_charge": 0, "spin_multiplicity": 1}



{"formula": "C3H2Cl4N2S", "method": "ωB97M-V with the def2-TZVPD basis set", "symbols": ["Cl", "C", "C", "N", "C", "Cl", "Cl", "Cl", "N", "S", "H", "H"], "positions_angstrom": [[2.35, -2.52, 0.11], [1.37, -1.15, 0.20], [0.48, -0.77, -0.73], [-0.18, 0.45, -0.43], [-1.49, 0.48, 0.07], [-2.59, -0.39, -1.08], [-1.61, -0.44, 1.64], [-2.06, 2.17, 0.35], [0.68, 1.24, 0.46], [1.83, 0.21, 1.22], [0.20, -1.26, -1.69], [1.04, 1.98, -0.15]], "e_above_lowest_kcal_mol": 0.0, "smiles": "ClC1=CN(C(Cl)(Cl)Cl)NS1", "molar_mass_da": 239.94, "e_tot_ev": -67046.023, "total_charge": 0, "spin_multiplicity": 1}